Arrangement w

C3H8O2Si | the ωB97M-V functional and the def2-TZVPD basis

Structure (XYZ):
```
14
Properties=species:S:1:pos:R:3:nbo_charge:R:1
H 3.8539 0.1219 -0.9470 0.514
C -3.6806 -0.5489 0.2891 0.218
C 0.2478 0.8419 0.2685 -1.129
H -0.4604 -0.0382 0.3089 0.222
H -0.3104 1.5856 -0.2619 0.242
O 1.5420 0.2436 -2.1878 -1.123
H 0.6887 0.6963 -2.4886 0.511
Si 1.7028 -0.0173 -0.6159 1.910
H 1.5181 -1.5856 -0.4076 -0.281
C -3.2250 -0.8876 1.4361 -0.810
H -3.5082 -0.9618 2.4773 0.286
H -2.0984 -1.0567 1.2009 0.306
O 3.1880 0.4196 -0.2834 -1.107
H 0.5418 1.1871 1.2115 0.241
```

Frontier orbital gap: 10.17 eV
LUMO level: -0.270 eV
HOMO level: -10.44 eV

=====

Arrangement x

C3H8O2Si | the ωB97M-V functional and the def2-TZVPD basis

Structure (XYZ):
```
14
Properties=species:S:1:pos:R:3:nbo_charge:R:1
C 1.6685 -1.1362 0.5242 -0.369
O -2.2707 -1.2131 -0.6822 -1.104
O 0.0574 1.9538 0.3544 -0.703
Si -1.3306 -0.4194 0.3297 1.484
H 0.2624 1.3141 1.0608 0.466
C 2.4610 -0.7590 -0.4212 -0.513
H 3.6441 -0.5875 -0.4409 0.206
C -0.9720 1.3009 -0.3781 -0.553
H -1.9256 -0.5758 1.7352 -0.212
H -0.5284 1.1127 -1.3738 0.207
H 1.9718 -1.3689 1.5731 0.178
H -3.2165 -1.1425 -0.3215 0.510
H -1.8665 1.9314 -0.5472 0.206
H 2.0450 -0.4106 -1.4127 0.199
```

Frontier orbital gap (spin up / spin down): 7.78 / 7.59 eV
LUMO level (spin up / spin down): -0.395 / -0.374 eV
HOMO level (spin up / spin down): -8.18 / -7.96 eV

=====

The most stable of them is arrangement w.

=====

Arrangement w

C4H11P | the ωB97M-V functional and the def2-TZVPD basis

Structure (XYZ):
```
16
Properties=species:S:1:pos:R:3:nbo_charge:R:1
H -1.6734 -1.3675 -0.6256 -0.033
C -1.0578 0.7552 0.5185 -0.684
H 0.4011 2.1603 -0.2049 0.210
H -1.5329 1.6687 0.8782 0.226
C 0.1535 1.1089 -0.3639 -0.402
P -2.3814 -0.1578 -0.4171 0.288
C 1.4024 0.2800 -0.0706 -0.391
H 0.6132 -1.5951 0.7291 0.203
H -0.1022 1.0241 -1.4250 0.197
C 1.1985 -1.2283 -0.1150 -0.613
H 2.1746 0.5562 -0.7923 0.202
H 0.6848 -1.5390 -1.0268 0.202
H -0.7404 0.2014 1.4017 0.217
H 2.1598 -1.7434 -0.0891 0.213
H -3.0878 -0.6918 0.6911 -0.029
H 1.7880 0.5681 0.9118 0.194
```

Frontier orbital gap: 10.43 eV
SMILES: CCCCP
LUMO level: 1.139 eV
HOMO level: -9.29 eV

=====

Arrangement x

C4H11P | the ωB97M-V functional and the def2-TZVPD basis

Structure (XYZ):
```
16
Properties=species:S:1:pos:R:3:nbo_charge:R:1
P -0.8004 -0.1632 -0.3755 0.998
H 2.1635 -1.2338 -0.5756 0.212
H -0.6823 -0.2007 -1.7140 -0.040
H -1.4400 2.2203 0.1144 0.251
H 3.4405 -0.3863 0.2096 0.205
C 2.3078 -0.3841 0.0832 -0.673
H -1.4159 -2.5620 -0.4628 0.234
H 1.9372 -0.7477 1.1381 0.201
H -1.8024 1.1448 1.3465 0.253
H 1.5065 1.6038 0.6063 0.204
H 1.6742 1.0780 -1.2843 0.197
C -1.9108 1.1793 0.2222 -0.974
C -1.5523 -1.6094 0.0804 -1.052
C 1.6183 0.8916 -0.1807 -0.510
H -2.9800 0.9574 -0.2527 0.263
H -2.0640 -1.7880 1.0450 0.232
```

Frontier orbital gap (spin up / spin down): 7.41 / 7.32 eV
LUMO level (spin up / spin down): 0.599 / 0.442 eV
HOMO level (spin up / spin down): -6.81 / -6.88 eV

=====

The most stable of them is arrangement w.

=====

Arrangement w

C2H10N2S | the ωB97M-V functional and the def2-TZVPD basis

Structure (XYZ):
```
15
Properties=species:S:1:pos:R:3:nbo_charge:R:1
H -0.4629 2.7755 5.0637 0.214
N 2.0555 -3.0618 -3.1897 -0.864
H 2.9899 -3.0286 -3.5708 0.358
H -1.7646 2.0387 6.0220 0.223
C -1.5407 2.7489 5.2401 -0.736
C 1.4708 -1.7364 -3.3578 -0.043
H -0.5514 -2.3452 -3.1084 0.353
H 1.5891 -3.8549 -3.6007 0.370
H -1.8882 2.4606 4.2451 0.223
H -0.1076 -0.7590 -3.2674 0.350
S -2.4961 4.2497 5.6294 -0.054
H 1.5917 -1.0589 -2.5032 0.150
H 1.9489 -1.3942 -4.2620 0.161
H -2.8107 4.6521 4.3300 0.129
N -0.0237 -1.6864 -3.6703 -0.836
```

Frontier orbital gap: 9.98 eV
SMILES: NCN.CS
LUMO level: 0.997 eV
HOMO level: -8.98 eV

=====

Arrangement x

C2H10N2S | the ωB97M-V functional and the def2-TZVPD basis

Structure (XYZ):
```
15
Properties=species:S:1:pos:R:3:nbo_charge:R:1
H 1.4098 -0.8504 -0.0096 0.360
H 0.9217 -1.9327 1.0638 0.345
H 1.9531 2.4973 0.9660 0.363
H 2.9522 1.2579 1.1267 0.365
C -1.3071 -0.5721 0.0516 -0.530
S -0.9312 1.0557 -0.6696 -0.099
C -0.3944 -1.6727 -0.5045 -0.228
N 0.9372 -1.7434 0.0680 -0.833
H 1.8108 1.5400 2.2330 0.364
H -0.8701 -2.6455 -0.3452 0.185
N 1.9734 1.5206 1.2374 -1.070
H 0.2344 1.2854 -0.0100 0.155
H -1.2624 -0.5771 1.1405 0.207
H -0.3094 -1.5235 -1.5806 0.195
H -2.3298 -0.8127 -0.2446 0.220
```

Frontier orbital gap: 9.31 eV
SMILES: NCCS.N
LUMO level: 0.717 eV
HOMO level: -8.60 eV

=====

The most stable of them is arrangement x.

=====

Arrangement w

C4H12N2O2 | the ωB97M-V functional and the def2-TZVPD basis

Structure (XYZ):
```
20
Properties=species:S:1:pos:R:3:nbo_charge:R:1
H 1.4076 -1.0763 -1.0110 0.181
H 0.1556 -1.6526 1.0863 0.172
C 1.1359 -0.3588 -0.2382 -0.216
C 1.5935 1.2120 -2.0954 0.097
C -1.9776 -0.1973 1.8929 0.086
O -1.7181 -1.1050 2.9401 -0.728
H -2.7351 -0.5410 1.1960 0.149
H 0.1914 0.1984 -2.9894 0.461
H -0.2544 0.8623 1.6487 0.374
H -0.8779 -1.1836 -0.3383 0.181
H 0.0827 1.3599 -0.7640 0.382
N 1.0229 0.9809 -0.7896 -0.664
N -0.8301 0.2199 1.1191 -0.659
H -1.6692 -2.0090 2.6123 0.467
H -2.4035 0.6830 2.3552 0.176
H 1.9373 2.2407 -2.1720 0.169
O 0.7137 0.9831 -3.1816 -0.728
C -0.1631 -0.8508 0.4101 -0.227
H 2.4881 0.6019 -2.2144 0.146
H 1.9003 -0.3678 0.5330 0.180
```

Frontier orbital gap: 9.76 eV
SMILES: OCNCCNCO
LUMO level: 0.752 eV
HOMO level: -9.00 eV

=====

Arrangement x

C4H12N2O2 | the ωB97M-V functional and the def2-TZVPD basis

Structure (XYZ):
```
20
Properties=species:S:1:pos:R:3:nbo_charge:R:1
H 3.0723 0.2227 -1.3155 0.196
H 1.9554 -0.9331 -2.0542 0.192
H 1.3194 0.4269 1.6030 0.341
N -1.5303 0.9574 1.3387 -0.839
O 1.7454 -0.7285 0.0529 -0.467
H -1.6086 1.9280 -1.1687 0.211
H 0.3757 -2.0317 1.2742 0.485
H -1.6091 0.3459 -1.9790 0.218
C -1.2629 0.2846 0.1358 0.079
C 2.0313 -0.0897 -1.3735 -0.247
O -0.5090 -1.6448 1.3180 -0.726
H -2.4545 1.3635 1.3918 0.367
H -2.9928 0.8574 -0.9997 0.208
H -0.6264 -1.5115 -0.7908 0.165
C -0.7323 -0.9631 0.1368 0.075
H 2.5671 -0.5433 1.8518 0.336
H -1.3681 0.3725 2.1479 0.382
N 2.1645 0.0762 1.1505 -0.531
C -1.9026 0.8808 -1.0794 -0.634
H 1.3653 0.7299 -1.6405 0.191
```

Frontier orbital gap: 8.28 eV
SMILES: C/C(N)=C/O.CON
LUMO level: 0.870 eV
HOMO level: -7.41 eV

=====

Arrangement y

C4H12N2O2 | the ωB97M-V functional and the def2-TZVPD basis

Structure (XYZ):
```
20
Properties=species:S:1:pos:R:3:nbo_charge:R:1
O 2.6727 0.3518 -0.4308 -0.542
H 1.3355 -1.4463 -2.1741 0.468
H -1.9524 -1.3585 0.2372 0.363
C 0.5295 0.9169 0.5600 -0.163
H -1.9738 0.9739 0.7947 0.174
H 0.5451 -1.2917 1.1061 0.235
N -0.3964 0.7214 -0.5384 -0.675
H 1.1733 -0.1906 2.3106 0.212
H -2.3466 -1.0921 -1.3949 0.369
N -2.4203 -0.7427 -0.4561 -0.841
H -0.1498 -0.1841 -1.0059 0.384
O 1.2770 -1.8304 -1.2951 -0.971
H 2.0086 2.2598 -0.2740 0.115
H -2.3446 1.3312 -0.9906 0.191
H 0.2437 1.9006 1.1835 0.207
C -1.8713 0.5950 -0.2795 -0.051
H -0.5435 -0.5051 1.9393 0.218
C 0.4393 -0.2804 1.4720 -0.662
C 1.8778 1.1593 -0.0101 0.475
H 1.8961 -1.2880 -0.7540 0.494
```

Frontier orbital gap: 9.47 eV
SMILES: C[C@@H](C=O)NCN.O
LUMO level: 0.607 eV
HOMO level: -8.86 eV

=====

The most stable of them is arrangement w.

=====

Arrangement w

C4H12N2O2 | the ωB97M-V functional and the def2-TZVPD basis

Structure (XYZ):
```
20
Properties=species:S:1:pos:R:3:nbo_charge:R:1
H 0.6217 -1.0781 1.5602 0.188
O 0.9808 1.4851 1.5786 -0.728
H -0.8019 -1.7134 -0.3218 0.201
H 1.4238 1.1218 -0.3719 0.177
H -3.1272 1.1023 -0.1619 0.161
H 2.6278 0.5232 0.7837 0.167
H 2.2332 -1.4904 -0.8952 0.366
O -2.0545 1.0370 -1.9598 -0.740
N -1.3141 0.2213 0.1856 -0.658
C -2.4132 0.4721 -0.6920 0.086
H 2.4608 -2.1472 0.6491 0.369
C 1.5707 0.6366 0.5919 -0.081
C 0.9179 -0.7623 0.5589 -0.081
N 1.8206 -1.7566 -0.0165 -0.852
C -0.3272 -0.7339 -0.3216 -0.217
H -0.8788 1.0697 0.5254 0.376
H -2.8728 -0.4810 -0.9511 0.167
H 0.9403 0.9913 2.4070 0.467
H -1.8101 1.9649 -1.8209 0.460
H 0.0023 -0.4624 -1.3276 0.173
```

Frontier orbital gap: 9.81 eV
SMILES: N[C@@H](CO)CNCO
LUMO level: 0.842 eV
HOMO level: -8.97 eV

=====

Arrangement x

C4H12N2O2 | the ωB97M-V functional and the def2-TZVPD basis

Structure (XYZ):
```
20
Properties=species:S:1:pos:R:3:nbo_charge:R:1
O 3.2554 -2.7180 6.4764 -0.940
H -2.2908 -3.3576 2.3795 0.231
H -2.7564 -0.8968 3.3823 0.176
H 0.2097 -1.0246 1.7994 0.386
H 2.3404 -2.6738 6.1169 0.472
N -1.8595 -2.1979 4.8636 -0.832
C 0.0000 0.0000 0.0000 -0.420
C -1.8374 -1.4860 3.5659 -0.207
C -1.5798 -2.5092 2.3874 -0.496
H -0.6879 0.8520 -0.1327 0.202
O -2.2424 -2.0175 0.0938 -0.610
H -0.9780 -0.7893 3.5289 0.178
H 3.8056 -2.2430 5.8131 0.468
H -0.5646 -2.9224 2.5426 0.211
N -0.4374 -0.9290 1.0129 -0.627
H -0.0151 -0.6107 -0.9184 0.213
H -2.7274 -2.7390 4.9447 0.356
C -1.5108 -1.7629 1.0354 0.675
H -1.9338 -1.4367 5.5475 0.354
H 1.0209 0.3914 0.1454 0.211
```

Frontier orbital gap: 10.06 eV
SMILES: CNC(=O)CCN.O
LUMO level: 0.354 eV
HOMO level: -9.70 eV

=====

The most stable of them is arrangement x.

=====

Arrangement w

C4H12N2O2 | the ωB97M-V functional and the def2-TZVPD basis

Structure (XYZ):
```
20
Properties=species:S:1:pos:R:3:nbo_charge:R:1
N 0.0670 0.2084 0.2930 -0.651
O -3.1903 -0.8227 1.0084 -0.621
H 2.8149 2.2085 0.4101 0.221
C -0.8477 -0.6882 0.9903 -0.304
H 2.1730 -0.1484 0.7480 0.188
C -2.1799 -0.9269 0.3163 0.643
H 1.5229 1.7923 -0.8023 0.215
H -0.4213 1.0642 0.0627 0.371
N -2.2774 -1.4518 -0.9184 -0.814
H -0.3128 -1.6499 0.9602 0.204
H -3.1849 -1.5891 -1.3230 0.412
O 0.6026 -0.6419 -2.3806 -0.975
C 1.3530 0.5540 0.8760 -0.217
H 1.5304 -0.8958 -2.3115 0.460
H -1.4229 -1.5941 -1.4496 0.416
H 1.2724 0.6359 1.9545 0.174
H 0.5218 -0.2493 -1.4767 0.483
C 1.7509 1.9219 0.2504 -0.628
H 1.2637 2.7777 0.7518 0.215
H -1.0354 -0.5048 2.0404 0.210
```

Frontier orbital gap: 10.39 eV
SMILES: CCNCC(N)=O.O
LUMO level: 0.712 eV
HOMO level: -9.68 eV

=====

Arrangement x

C4H12N2O2 | the ωB97M-V functional and the def2-TZVPD basis

Structure (XYZ):
```
20
Properties=species:S:1:pos:R:3:nbo_charge:R:1
H -0.9300 1.2875 1.2658 0.497
C 0.0141 -0.8930 -0.2268 -0.254
O -1.0561 -3.4094 -0.8590 -0.622
O -1.8804 1.1104 1.1956 -0.977
H 2.8283 0.3408 -0.1700 0.187
H -2.3122 1.9652 1.3301 0.479
H -2.8697 -2.6518 -0.4304 0.110
H 0.1332 -0.8274 0.8642 0.189
H -1.9983 -0.5173 0.0067 0.422
H 0.9060 2.3087 -0.1795 0.366
H 2.4357 0.7308 1.5292 0.195
H 1.0807 0.2295 -1.6995 0.175
H -0.4761 0.9307 -1.2518 0.212
C 0.4042 0.4385 -0.8600 -0.234
C -1.7958 -2.4872 -0.5810 0.528
C 2.3737 1.0670 0.5003 -0.421
N 0.9777 1.3497 0.1239 -0.659
H 2.9698 1.9773 0.4005 0.196
N -1.4061 -1.1934 -0.4574 -0.627
H 0.6014 -1.7565 -0.5011 0.237
```

Frontier orbital gap: 9.89 eV
SMILES: CNCCNC=O.O
LUMO level: 0.656 eV
HOMO level: -9.24 eV

=====

The most stable of them is arrangement w.